DFT (ωB97M-V with the def2-TZVPD basis set) results for the molecule C7H10.

Last columns: bonded neighbours and bond lengths (Å).
Geometry (Å):
1 C 2.020 -0.061 0.088  C2 1.536, H8 1.095, H9 1.104, H10 1.100
2 C 0.494 0.062 -0.032  C1 1.536, C3 1.501, C6 1.739, C7 1.545
3 C -0.156 1.411 0.066  C2 1.501, C4 1.331, H11 1.082
4 C -1.459 1.142 0.102  C3 1.331, C5 1.556, H12 1.078
5 C -1.525 -0.409 -0.007  C4 1.556, C6 1.531, C7 1.531, H13 1.094
6 C -0.598 -0.606 -1.209  C2 1.739, C5 1.531, H14 1.099, H15 1.061
7 C -0.365 -0.815 0.906  C2 1.545, C5 1.531, H16 1.090, H17 1.099
8 H 2.564 0.510 -0.671  C1 1.095
9 H 2.335 0.338 1.069  C1 1.104
10 H 2.387 -1.098 0.061  C1 1.100
11 H 0.390 2.344 0.023  C3 1.082
12 H -2.289 1.830 0.131  C4 1.078
13 H -2.516 -0.859 0.107  C5 1.094
14 H -0.938 -0.119 -2.134  C6 1.099
15 H 0.214 -1.285 -1.273  C6 1.061
16 H -0.416 -0.499 1.948  C7 1.090
17 H -0.142 -1.888 0.824  C7 1.099

Summary:
**Frontier orbital gap**: 0.3380 hartree
**Spin multiplicity**: 1
**Molecular weight**: 94.2 g/mol
**DFT total energy**: -272.5971 Ha
**Energy above the lowest of the compared OMol25 structures with the same formula, charge and spin**: 3.289 eV
**Highest occupied orbital energy**: -8.1 eV
**F_max**: 3.0 eV/A


DFT (ωB97M-V with the def2-TZVPD basis set) results for a cluster of 2 separate species, C7H10 in total.

Last columns: bonded neighbours and bond lengths (Å).
Geometry (Å):
1 C 2.219 -0.900 -0.244  C2 1.327, H8 1.108, H9 1.106
2 C 1.462 -0.628 -1.299  C1 1.327, C5 1.395, H10 1.068
3 C -2.456 -0.884 0.207  C6 1.339, H11 1.202, H12 1.103
4 C 0.426 1.767 -1.587  C5 1.289, H13 1.064, H14 1.007
5 C 0.695 0.537 -1.309  C2 1.395, C4 1.289
6 C -1.304 -0.205 0.239  C3 1.339, C7 1.470
7 C -0.491 0.101 1.425  C6 1.470, H15 1.053, H16 1.010, H17 1.066
8 H 2.787 -1.849 -0.311  C1 1.108
9 H 2.422 -0.231 0.613  C1 1.106
10 H 1.397 -1.380 -2.055  C2 1.068
11 H -3.363 -0.568 0.931  C3 1.202
12 H -2.800 -1.552 -0.600  C3 1.103
13 H 1.089 2.564 -1.824  C4 1.064
14 H -0.512 2.135 -1.598  C4 1.007
15 H -0.876 -0.097 2.385  C7 1.053
16 H -0.187 1.062 1.504  C7 1.010
17 H 0.396 -0.489 1.446  C7 1.066

Summary:
**Frontier orbital gap (spin up / spin down)**: 0.2834 / 0.2931 hartree
**Spin multiplicity**: 1
**Molecular weight**: 94.2 g/mol
**DFT total energy**: -272.4554 Ha
**Energy above the lowest of the compared OMol25 structures with the same formula, charge and spin**: 7.145 eV
**Highest occupied orbital energy (spin up / spin down)**: -7.4 / -7.9 eV
**F_max**: 3.6 eV/A


DFT (ωB97M-V with the def2-TZVPD basis set) results for the molecule C7H10.

Last columns: bonded neighbours and bond lengths (Å).
Geometry (Å):
1 C -2.167 -0.269 -0.095  C2 1.445, C3 1.622
2 C -0.776 0.120 -0.128  C1 1.445, C3 1.537, C4 1.364
3 C -1.165 -0.919 -1.192  C1 1.622, C2 1.537, C5 1.491, H8 1.055
4 C 0.122 1.093 0.202  C2 1.364, C6 1.521, C7 1.504
5 C -1.225 -2.394 -0.980  C3 1.491, H9 1.128, H10 1.100, H11 1.125
6 C 1.608 0.907 -0.062  C4 1.521, H12 1.038, H13 1.033, H14 1.089
7 C -0.310 2.325 0.947  C4 1.504, H15 1.077, H16 1.097, H17 1.161
8 H -1.124 -0.458 -2.140  C3 1.055
9 H -0.285 -2.750 -0.466  C5 1.128
10 H -1.412 -3.001 -1.877  C5 1.100
11 H -2.115 -2.683 -0.355  C5 1.125
12 H 1.796 1.869 -0.406  C6 1.038
13 H 1.800 0.220 -0.809  C6 1.033
14 H 2.151 0.632 0.840  C6 1.089
15 H -1.339 2.633 0.863  C7 1.077
16 H 0.322 3.185 0.692  C7 1.097
17 H -0.057 2.136 2.064  C7 1.161

Summary:
**Frontier orbital gap**: 0.2886 hartree
**Spin multiplicity**: 1
**Molecular weight**: 94.2 g/mol
**DFT total energy**: -272.5098 Ha
**Energy above the lowest of the compared OMol25 structures with the same formula, charge and spin**: 5.664 eV
**Highest occupied orbital energy**: -8.4 eV
**F_max**: 3.5 eV/A


DFT (ωB97M-V with the def2-TZVPD basis set) results for the molecule C7H10.

Last columns: bonded neighbours and bond lengths (Å).
Geometry (Å):
1 C 1.796 -0.016 -0.435  C2 1.509, H8 1.090, H9 1.097, H10 1.094
2 C 0.545 0.649 -0.954  C1 1.509, C3 1.484, C7 1.491, H11 1.086
3 C -0.372 1.202 0.073  C2 1.484, C4 1.464, C7 1.667, H12 1.096
4 C -0.579 0.530 1.357  C3 1.464, C5 1.338, H13 1.082
5 C -0.842 -0.778 1.257  C4 1.338, C6 1.514, H14 1.083
6 C -0.990 -1.260 -0.170  C5 1.514, C7 1.527, H15 1.106, H16 1.099
7 C -0.799 0.004 -1.005  C2 1.491, C3 1.667, C6 1.527, H17 1.093
8 H 2.270 -0.652 -1.183  C1 1.090
9 H 2.491 0.789 -0.167  C1 1.097
10 H 1.620 -0.600 0.473  C1 1.094
11 H 0.743 1.314 -1.790  C2 1.086
12 H -0.656 2.252 -0.063  C3 1.096
13 H -0.527 1.082 2.286  C4 1.082
14 H -0.892 -1.453 2.103  C5 1.083
15 H -0.231 -2.030 -0.406  C6 1.106
16 H -1.955 -1.757 -0.340  C6 1.099
17 H -1.621 0.723 -1.037  C7 1.093

Summary:
**Frontier orbital gap**: 0.3319 hartree
**Spin multiplicity**: 1
**Molecular weight**: 94.2 g/mol
**DFT total energy**: -272.6181 Ha
**Energy above the lowest of the compared OMol25 structures with the same formula, charge and spin**: 2.719 eV
**Highest occupied orbital energy**: -7.9 eV
**F_max**: 2.4 eV/A


Question: The highest energy above the lowest of the compared OMol25 structures with the same formula, charge and spin belongs to which entry?
Answer: number 2


Question: F_max of number 4 (C7H10)?
Answer: 2.4 eV/A


Question: Among the records above, which one has the lowest DFT total energy?
Answer: number 4


What did the fourth record say?
DFT (ωB97M-V with the def2-TZVPD basis set) results for the molecule C7H10.

Last columns: bonded neighbours and bond lengths (Å).
Geometry (Å):
1 C 1.796 -0.016 -0.435  C2 1.509, H8 1.090, H9 1.097, H10 1.094
2 C 0.545 0.649 -0.954  C1 1.509, C3 1.484, C7 1.491, H11 1.086
3 C -0.372 1.202 0.073  C2 1.484, C4 1.464, C7 1.667, H12 1.096
4 C -0.579 0.530 1.357  C3 1.464, C5 1.338, H13 1.082
5 C -0.842 -0.778 1.257  C4 1.338, C6 1.514, H14 1.083
6 C -0.990 -1.260 -0.170  C5 1.514, C7 1.527, H15 1.106, H16 1.099
7 C -0.799 0.004 -1.005  C2 1.491, C3 1.667, C6 1.527, H17 1.093
8 H 2.270 -0.652 -1.183  C1 1.090
9 H 2.491 0.789 -0.167  C1 1.097
10 H 1.620 -0.600 0.473  C1 1.094
11 H 0.743 1.314 -1.790  C2 1.086
12 H -0.656 2.252 -0.063  C3 1.096
13 H -0.527 1.082 2.286  C4 1.082
14 H -0.892 -1.453 2.103  C5 1.083
15 H -0.231 -2.030 -0.406  C6 1.106
16 H -1.955 -1.757 -0.340  C6 1.099
17 H -1.621 0.723 -1.037  C7 1.093

Summary:
**Frontier orbital gap**: 0.3319 hartree
**Spin multiplicity**: 1
**Molecular weight**: 94.2 g/mol
**DFT total energy**: -272.6181 Ha
**Energy above the lowest of the compared OMol25 structures with the same formula, charge and spin**: 2.719 eV
**Highest occupied orbital energy**: -7.9 eV
**F_max**: 2.4 eV/A